Entry 1:
Density functional theory data (ωB97M-V/def2-TZVPD) for C33H36N5O3PSV as an isolated structure.

Atoms and positions in Å:
1 V 0.159 0.723 -0.359
2 C 1.117 1.064 3.022
3 C 2.144 0.029 2.648
4 C 2.580 -0.879 3.608
5 C 3.569 -1.806 3.316
6 C 4.125 -1.827 2.049
7 C 3.708 -0.944 1.057
8 C 4.284 -1.070 -0.325
9 C 2.708 -0.003 1.362
10 N 2.184 0.868 0.383
11 C 3.041 1.700 -0.236
12 O 4.249 1.847 -0.060
13 C 2.337 2.628 -1.213
14 C 2.942 3.698 -1.848
15 C 2.133 4.591 -2.539
16 C 0.751 4.445 -2.525
17 C 0.225 3.347 -1.867
18 N 1.025 2.447 -1.305
19 C -1.249 3.113 -1.616
20 O -2.067 3.885 -2.108
21 N -1.470 2.060 -0.804
22 C -2.841 1.829 -0.501
23 C -3.398 2.410 0.640
24 C -2.563 3.310 1.507
25 C -4.738 2.172 0.934
26 C -5.515 1.374 0.111
27 C -4.949 0.798 -1.018
28 C -3.612 1.014 -1.335
29 C -2.997 0.400 -2.560
30 H 0.536 0.739 3.887
31 H 0.426 1.281 2.206
32 H 1.596 2.012 3.279
33 H 2.141 -0.847 4.600
34 H 3.903 -2.505 4.073
35 H 4.890 -2.557 1.807
36 H 4.490 -2.118 -0.553
37 H 5.207 -0.497 -0.416
38 H 3.595 -0.682 -1.074
39 H 4.013 3.819 -1.758
40 H 2.578 5.436 -3.051
41 H 0.074 5.157 -2.975
42 H -1.626 2.827 1.794
43 H -3.102 3.590 2.412
44 H -2.295 4.223 0.970
45 H -5.175 2.634 1.813
46 H -6.560 1.207 0.342
47 H -5.553 0.181 -1.673
48 H -3.737 -0.175 -3.118
49 H -2.169 -0.263 -2.293
50 H -2.592 1.169 -3.221
51 N 0.499 0.430 -3.666
52 C 0.826 -0.712 -3.020
53 N 0.864 -0.848 -1.721
54 C 1.182 -2.168 -1.382
55 C 1.345 -2.650 -0.088
56 C 1.696 -3.975 0.094
57 C 1.874 -4.830 -0.995
58 C 1.716 -4.363 -2.288
59 C 1.376 -3.028 -2.463
60 S 1.156 -2.149 -3.953
61 H 0.520 1.289 -3.141
62 H 0.721 0.508 -4.643
63 H 1.234 -1.982 0.753
64 H 1.848 -4.347 1.100
65 H 2.149 -5.864 -0.831
66 H 1.867 -5.015 -3.138
67 C -2.126 -3.249 0.587
68 P -1.828 -1.662 1.369
69 C -3.432 -1.061 1.878
70 C -0.893 -1.958 2.878
71 O -1.151 -0.706 0.431
72 H -2.606 -3.935 1.287
73 H -1.190 -3.680 0.236
74 H -2.787 -3.089 -0.266
75 H -3.937 -1.800 2.505
76 H -4.035 -0.851 0.994
77 H -3.318 -0.128 2.428
78 H -1.169 -2.910 3.333
79 H -1.099 -1.155 3.586
80 H 0.177 -1.962 2.669

Properties
- Electronic energy: -94216.7474 eV
- Gap between HOMO and LUMO (spin up / spin down): 7.1108 / 8.1199 eV
- HOMO energy (spin up / spin down): -6.797 / -7.815 eV
- Multiplicity: 4
- Energy relative to the best compared isomer or geometry (same formula, charge and spin): 0.000 eV

=====

Entry 2:
Density functional theory data (ωB97M-V/def2-TZVPD) for C14H18Br3Cl3O12 as an isolated structure.

Atoms and positions in Å:
1 C 0.263 -0.608 0.629
2 Br 1.569 -1.477 -0.479
3 Br -0.524 0.874 -0.336
4 Br 1.085 0.067 2.237
5 H -0.558 -1.257 0.898
6 C -3.958 -0.659 0.667
7 Cl -3.144 -0.837 2.212
8 Cl -3.170 -1.646 -0.569
9 Cl -4.031 1.035 0.175
10 H -4.981 -0.985 0.780
11 C -2.168 3.719 -2.203
12 C -2.896 4.491 -1.116
13 O -1.955 5.540 -0.846
14 C -1.247 5.751 -1.978
15 O -0.600 6.713 -2.208
16 O -1.389 4.702 -2.837
17 H -2.863 3.185 -2.853
18 H -1.560 2.920 -1.766
19 H -3.086 3.907 -0.221
20 H -3.806 4.970 -1.481
21 C 3.938 -3.671 0.959
22 C 5.373 -4.144 1.202
23 O 5.235 -5.032 2.321
24 C 3.998 -4.917 2.852
25 O 3.640 -5.474 3.832
26 O 3.209 -4.123 2.081
27 H 3.565 -4.145 0.045
28 H 3.837 -2.604 0.784
29 H 6.050 -3.331 1.470
30 H 5.805 -4.704 0.378
31 C 0.047 -2.744 -3.427
32 C -1.059 -3.271 -4.358
33 O -0.349 -3.407 -5.605
34 C 0.851 -2.789 -5.532
35 O 1.683 -2.804 -6.370
36 O 0.970 -2.157 -4.331
37 H 0.515 -3.534 -2.835
38 H -0.321 -2.002 -2.722
39 H -1.871 -2.552 -4.428
40 H -1.356 -4.288 -4.123
41 C -0.679 2.447 4.584
42 C 0.350 3.564 4.305
43 O -0.037 4.038 3.018
44 C -1.197 3.474 2.633
45 O -1.749 3.657 1.600
46 O -1.704 2.678 3.626
47 H -1.070 2.438 5.599
48 H -0.236 1.461 4.414
49 H 1.349 3.141 4.318
50 H 0.233 4.391 5.002

Properties
- Electronic energy: -287074.0232 eV
- Gap between HOMO and LUMO: 10.2606 eV
- HOMO energy: -10.724 eV
- Multiplicity: 1
- Energy relative to the best compared isomer or geometry (same formula, charge and spin): 0.000 eV

=====

Entry 3:
Density functional theory data (ωB97M-V/def2-TZVPD) for C18H31AlBeCl6F3N4O12PS2 as an isolated structure.

Atoms and positions in Å:
1 C 2.800 2.739 1.838
2 C 2.363 2.094 0.443
3 O 1.912 2.846 -0.468
4 O 2.461 0.660 0.291
5 C 1.109 0.165 0.682
6 C 1.007 -1.422 0.538
7 C -0.214 -2.059 1.437
8 C -1.464 -1.002 1.412
9 C -2.133 -0.793 0.020
10 N -3.241 0.139 -0.138
11 C -3.774 0.923 0.977
12 P -5.212 2.127 0.556
13 N -6.175 2.170 1.831
14 C -3.195 0.776 2.428
15 C -1.972 -0.222 2.677
16 C -1.307 -0.408 4.119
17 O -0.055 -0.337 4.218
18 O -2.054 -0.604 5.306
19 H 3.050 3.839 1.632
20 H 3.686 2.133 2.230
21 H 1.898 2.662 2.561
22 H 0.991 0.422 1.797
23 H 0.364 0.748 0.010
24 H 1.994 -1.943 0.811
25 H 0.838 -1.640 -0.586
26 H 0.169 -2.211 2.507
27 H -0.507 -3.045 0.922
28 H -1.727 -1.375 -0.890
29 H -3.606 0.232 -1.103
30 H -5.849 1.609 -0.626
31 H -4.705 3.448 0.219
32 H -5.822 1.585 2.604
33 H -3.645 1.411 3.261
34 H -2.921 -0.130 5.252
35 C -5.713 -1.905 6.023
36 Cl -7.379 -2.415 5.748
37 Cl -4.886 -1.628 4.477
38 Cl -5.656 -0.440 7.025
39 H -5.193 -2.701 6.551
40 N 4.541 5.274 -2.164
41 S 4.254 6.152 -3.442
42 O 5.217 7.200 -3.762
43 O 2.877 6.437 -3.760
44 F 4.598 5.089 -4.571
45 S 4.362 6.096 -0.846
46 O 4.932 5.435 0.333
47 O 3.098 6.744 -0.607
48 F 5.356 7.324 -1.015
49 Al 5.038 6.106 2.275
50 C -1.538 4.037 3.739
51 Cl -2.270 2.984 2.517
52 Cl -0.432 3.132 4.777
53 H -0.984 4.832 3.237
54 H -2.328 4.468 4.352
55 C 0.515 -4.986 -2.573
56 C -0.579 -3.957 -2.504
57 O -0.530 -3.004 -1.726
58 N -1.642 -4.101 -3.334
59 C -1.880 -5.143 -4.311
60 H 1.294 -4.737 -1.853
61 H 0.117 -5.972 -2.325
62 H 0.957 -4.997 -3.570
63 H -2.334 -3.373 -3.231
64 H -1.982 -4.676 -5.292
65 H -2.816 -5.645 -4.055
66 H -1.074 -5.874 -4.339
67 O 5.721 -4.633 -3.570
68 C 4.712 -5.301 -3.104
69 C 3.787 -5.817 -4.368
70 O 2.767 -6.474 -3.904
71 H 4.018 -4.767 -2.434
72 H 4.934 -6.209 -2.519
73 H 4.478 -6.363 -5.031
74 H 3.574 -4.915 -4.965
75 F -8.610 -4.568 5.108
76 Be -0.752 2.737 0.903
77 Cl 7.160 6.550 -4.496
78 O 2.267 4.241 -6.371
79 H 2.642 4.637 -5.591

Properties
- Electronic energy: -170914.6957 eV
- Gap between HOMO and LUMO: 0.7301 eV
- HOMO energy: -5.732 eV
- Multiplicity: 1

=====

Entry 4:
Density functional theory data (ωB97M-V/def2-TZVPD) for one molecule with the formula C2N2O.

Atoms and positions in Å:
1 C -0.362 0.309 0.012
2 C 1.769 -0.338 -0.009
3 N 0.947 0.514 0.004
4 N -1.588 0.452 -0.010
5 O -0.766 -0.936 0.003

Properties
- Electronic energy: -7092.6407 eV
- Gap between HOMO and LUMO (spin up / spin down): 7.1471 / 10.3470 eV
- HOMO energy (spin up / spin down): -7.704 / -12.425 eV
- Multiplicity: 3
- Energy relative to the best compared isomer or geometry (same formula, charge and spin): 0.000 eV

=====

Question: Among the records above, which one has the highest multiplicity?
Answer: C33H36N5O3PSV

=====

What did the third record say?
Density functional theory data (ωB97M-V/def2-TZVPD) for C18H31AlBeCl6F3N4O12PS2 as an isolated structure.

Atoms and positions in Å:
1 C 2.800 2.739 1.838
2 C 2.363 2.094 0.443
3 O 1.912 2.846 -0.468
4 O 2.461 0.660 0.291
5 C 1.109 0.165 0.682
6 C 1.007 -1.422 0.538
7 C -0.214 -2.059 1.437
8 C -1.464 -1.002 1.412
9 C -2.133 -0.793 0.020
10 N -3.241 0.139 -0.138
11 C -3.774 0.923 0.977
12 P -5.212 2.127 0.556
13 N -6.175 2.170 1.831
14 C -3.195 0.776 2.428
15 C -1.972 -0.222 2.677
16 C -1.307 -0.408 4.119
17 O -0.055 -0.337 4.218
18 O -2.054 -0.604 5.306
19 H 3.050 3.839 1.632
20 H 3.686 2.133 2.230
21 H 1.898 2.662 2.561
22 H 0.991 0.422 1.797
23 H 0.364 0.748 0.010
24 H 1.994 -1.943 0.811
25 H 0.838 -1.640 -0.586
26 H 0.169 -2.211 2.507
27 H -0.507 -3.045 0.922
28 H -1.727 -1.375 -0.890
29 H -3.606 0.232 -1.103
30 H -5.849 1.609 -0.626
31 H -4.705 3.448 0.219
32 H -5.822 1.585 2.604
33 H -3.645 1.411 3.261
34 H -2.921 -0.130 5.252
35 C -5.713 -1.905 6.023
36 Cl -7.379 -2.415 5.748
37 Cl -4.886 -1.628 4.477
38 Cl -5.656 -0.440 7.025
39 H -5.193 -2.701 6.551
40 N 4.541 5.274 -2.164
41 S 4.254 6.152 -3.442
42 O 5.217 7.200 -3.762
43 O 2.877 6.437 -3.760
44 F 4.598 5.089 -4.571
45 S 4.362 6.096 -0.846
46 O 4.932 5.435 0.333
47 O 3.098 6.744 -0.607
48 F 5.356 7.324 -1.015
49 Al 5.038 6.106 2.275
50 C -1.538 4.037 3.739
51 Cl -2.270 2.984 2.517
52 Cl -0.432 3.132 4.777
53 H -0.984 4.832 3.237
54 H -2.328 4.468 4.352
55 C 0.515 -4.986 -2.573
56 C -0.579 -3.957 -2.504
57 O -0.530 -3.004 -1.726
58 N -1.642 -4.101 -3.334
59 C -1.880 -5.143 -4.311
60 H 1.294 -4.737 -1.853
61 H 0.117 -5.972 -2.325
62 H 0.957 -4.997 -3.570
63 H -2.334 -3.373 -3.231
64 H -1.982 -4.676 -5.292
65 H -2.816 -5.645 -4.055
66 H -1.074 -5.874 -4.339
67 O 5.721 -4.633 -3.570
68 C 4.712 -5.301 -3.104
69 C 3.787 -5.817 -4.368
70 O 2.767 -6.474 -3.904
71 H 4.018 -4.767 -2.434
72 H 4.934 -6.209 -2.519
73 H 4.478 -6.363 -5.031
74 H 3.574 -4.915 -4.965
75 F -8.610 -4.568 5.108
76 Be -0.752 2.737 0.903
77 Cl 7.160 6.550 -4.496
78 O 2.267 4.241 -6.371
79 H 2.642 4.637 -5.591

Properties
- Electronic energy: -170914.6957 eV
- Gap between HOMO and LUMO: 0.7301 eV
- HOMO energy: -5.732 eV
- Multiplicity: 1